A 13-piece molecular cluster, C37H42BF12O38P overall at a distorted geometry. Source: OMol25; level of theory: ωB97M-V with the def2-TZVPD basis set.

Properties
HOMO-LUMO gap: 8.5889 eV
Spin multiplicity: 1
E_LUMO: -0.038 eV
Calculated total energy: -5859.00946 Eh
E_HOMO: -8.63 eV

Geometry as XYZ:
```
131
Properties=species:S:1:pos:R:3:forces:R:3:lowdin_charge:R:1
C 5.685606 -3.490155 -2.278374 0.422 0.571 0.577 -0.07
O -1.210811 0.033136 -2.161217 0.504 -2.189 0.005 0.03
H -0.710452 4.243550 2.098406 -0.075 -0.105 -0.687 0.10
F 6.745476 -3.877332 -4.350343 -0.052 0.047 -0.126 0.07
C 7.531346 -4.985090 0.843406 0.123 0.840 -0.053 -0.55
C -0.455021 -1.772167 -6.457436 0.148 0.437 0.451 -0.08
H 2.519310 3.861679 -2.063704 -0.197 0.128 -0.010 0.15
C -3.662908 -5.523721 -4.525649 -0.220 -0.483 0.668 -0.07
C -1.555016 10.059030 9.719790 -0.168 -0.503 0.689 -0.06
C -1.055953 5.775227 9.060464 0.549 0.357 0.568 -0.55
O 8.484824 -5.760314 0.262956 -0.422 0.065 0.197 0.08
O -2.025026 -0.845207 -9.313053 0.212 -0.064 0.177 0.17
F -8.566855 -2.077997 -3.777211 -0.073 0.064 0.117 0.08
C -6.267715 -1.631972 -4.060017 0.342 0.265 -0.662 -0.05
H 0.400172 -2.570003 -1.085285 0.503 -0.056 -0.854 0.08
O -2.245437 -5.379127 -4.526867 -0.081 0.199 -0.522 0.06
H 5.989617 -1.619751 3.349257 0.031 0.224 -0.041 0.15
C 2.968518 4.109630 4.140011 0.256 -0.558 -0.224 -0.30
C -6.536357 -5.800793 -1.575346 0.484 -0.114 -0.022 -0.31
O 0.639956 4.126477 -2.921404 0.149 -0.099 -0.543 0.04
H -1.646237 -3.905648 -2.293670 0.001 0.700 0.425 -0.07
O -1.629607 -1.701519 -7.267868 0.236 0.373 -0.339 0.08
O 0.482378 2.742147 0.084065 -0.585 0.027 -0.137 0.13
F 0.544378 11.039916 9.279550 0.010 0.156 0.008 0.08
O 4.758557 -1.808254 1.703968 0.044 0.510 -0.151 0.08
C 2.431524 4.200997 5.536598 0.265 0.077 0.868 -0.05
H 5.159226 -2.650965 -4.230106 0.121 -0.072 -0.110 0.18
F -5.234555 -4.668221 -6.064477 -0.052 -0.026 -0.109 0.07
O 5.124679 -1.009277 -0.366526 0.034 0.144 0.191 0.17
O -7.126288 -2.304849 -2.057826 0.207 0.362 -0.114 0.12
C 2.361639 3.259962 -4.137010 0.164 -0.625 -0.277 -0.31
C 5.116776 -0.851821 0.810735 0.108 -0.482 -0.688 -0.53
O -1.578363 2.721049 0.987655 0.551 -0.343 -0.395 0.10
H 8.541776 -7.831782 0.048627 0.021 0.221 -0.099 0.14
C -1.089991 4.062563 1.085054 -0.442 0.361 0.540 -0.04
O -0.749238 4.386456 -4.676215 0.223 -0.139 0.188 0.19
H 3.972153 0.639337 2.816974 0.124 0.121 0.074 0.16
C -7.479998 -1.522976 -3.185494 -0.515 -0.334 -0.192 -0.31
H 2.173952 3.224225 5.953024 0.074 -0.045 -0.221 0.15
C -1.299544 -1.002218 -8.383196 -0.610 -0.175 -0.540 -0.54
P -2.328948 -2.651735 -2.085377 -0.028 -0.469 -0.247 0.94
C 4.970519 0.198821 2.755417 0.466 0.353 0.187 -0.33
H 1.905949 -1.749751 -1.656664 -0.746 -0.697 -0.426 0.10
O -5.151514 -2.536742 -0.988931 -0.667 0.031 -0.269 0.11
O 6.691153 -5.723154 1.619033 0.178 -0.143 -0.555 0.14
O -5.215496 -1.748884 -3.103407 -0.586 -0.067 0.384 0.03
H 0.055775 -2.704863 -6.642291 0.341 0.320 -0.173 0.12
O -1.199990 6.503920 7.922810 -0.117 -0.365 0.346 0.07
H -1.048915 12.189400 9.690661 0.180 0.003 -0.033 0.17
H -6.285491 -2.523900 -4.691860 -0.184 -0.002 0.100 0.14
C 0.259210 3.960608 -4.219277 -0.939 0.209 -0.376 -0.54
H -0.463516 0.239441 -1.552493 -0.594 0.299 -0.573 0.07
C -2.499226 4.634823 7.823369 0.074 -0.594 -0.109 -0.31
H -3.968300 -6.132240 -6.606458 -0.171 0.120 -0.073 0.18
F -5.248277 -5.537579 -1.921049 -0.042 -0.054 -0.162 0.06
H 2.999347 4.095597 -4.437243 0.059 -0.141 -0.074 0.18
O 7.438773 -3.811107 0.686906 0.055 -0.219 0.080 0.17
C -5.767453 -2.227015 -1.960148 0.943 -0.177 0.512 -0.57
C -7.612116 -7.344088 -0.402420 -0.511 -0.710 0.535 -0.54
C 1.033527 -2.379642 -1.990885 0.910 -0.465 -0.703 -0.07
C 6.906907 -7.072768 1.249201 -0.185 -0.208 0.602 -0.32
C -6.861125 -5.241502 -0.222745 -0.162 0.746 0.452 -0.06
C 5.010885 -1.279623 3.002069 -0.186 -0.618 0.501 -0.06
C 1.827890 3.359161 -2.739720 0.324 0.013 0.823 -0.06
H -4.099777 -4.793103 -3.841352 -0.033 0.085 -0.210 0.11
H 6.439944 -4.177564 -1.888275 0.030 -0.019 -0.252 0.14
H -3.504625 4.920953 8.142571 0.001 -0.184 -0.029 0.18
H 4.252663 -1.605970 3.713131 -0.056 -0.090 -0.222 0.14
B -0.968862 -1.347805 -2.473328 1.378 1.706 -0.151 -0.83
O -0.616107 0.791489 0.338077 0.244 0.219 0.282 0.16
H -0.701405 -1.708553 -5.399839 -0.110 -0.030 -0.128 0.12
F 1.002018 4.913483 0.406779 0.112 -0.018 -0.182 0.08
O -3.159067 10.881243 6.855856 0.219 -0.093 0.196 0.18
H -2.508330 6.200359 6.329773 0.109 0.159 0.154 0.15
O 2.828475 -5.232092 -2.779547 0.301 0.011 -0.030 0.16
O 4.394100 -3.911566 -1.846840 -0.105 -0.200 -0.489 0.07
O -0.144242 5.232910 3.596114 0.353 0.043 0.657 0.16
C -1.811996 5.647912 6.959488 -0.114 0.460 -0.796 -0.05
H -7.282879 -4.239048 -0.274519 -0.126 -0.160 0.083 0.13
O -1.646990 4.553613 8.951722 -0.234 0.530 -0.136 0.14
C -4.012476 -5.254062 -5.957284 -0.286 0.429 -0.111 -0.30
O -0.489215 6.161296 10.031246 -0.092 -0.071 -0.245 0.17
O -1.172060 11.292478 7.841533 -0.392 0.069 0.480 0.14
H 5.909611 -2.486672 -1.923433 -0.234 -0.112 0.136 0.12
H 3.604751 4.947547 3.844968 0.060 -0.155 -0.080 0.18
C -0.577464 1.975408 0.463241 -0.378 -0.567 0.255 -0.52
O -3.025320 -4.320197 -6.350491 0.152 -0.574 0.154 0.15
O 1.792641 4.105414 3.350752 -0.032 0.497 0.362 0.14
H 1.376515 -3.340034 -2.487703 -0.318 1.055 1.083 0.09
O -0.038417 -0.495850 -8.301669 -0.385 0.088 0.378 0.14
F 1.664510 -0.815164 -6.856616 0.040 0.147 -0.019 0.07
C 3.862497 -4.649210 -2.854736 -0.629 -0.410 0.284 -0.55
O -8.176755 -8.360495 -0.165410 0.209 0.219 -0.064 0.18
O 1.240959 4.967104 5.352320 0.033 -0.111 -0.553 0.07
O -7.818582 -6.179574 0.267049 0.197 -0.290 -0.441 0.08
H 9.035936 -7.203810 1.632911 -0.215 -0.008 0.102 0.15
C -2.425864 10.762647 7.782083 -0.629 -0.130 -0.689 -0.55
C -0.006659 4.073601 0.052191 0.289 0.482 0.142 -0.31
C -0.794328 11.243704 9.205072 0.598 -0.092 -0.220 -0.32
F 6.732671 -7.857572 2.340805 -0.125 0.000 -0.049 0.08
O 1.184132 3.253300 -4.924058 0.131 0.500 0.431 0.14
H -7.715878 -0.504932 -2.865716 -0.151 -0.092 -0.018 0.18
H -3.955135 -6.522973 -4.205022 0.241 0.025 0.031 0.14
O 4.654720 -4.630009 -3.962425 -0.199 0.452 0.283 0.14
H 6.192060 -7.358762 0.473316 -0.057 -0.066 0.153 0.18
H -2.438102 -2.589522 -0.651911 0.313 -0.030 -0.731 -0.06
H -5.994281 -5.224541 0.441748 0.092 -0.057 -0.223 0.15
H -7.206434 -5.468111 -2.373044 0.176 0.022 -0.072 0.18
H -1.040321 5.206260 6.325492 -0.117 -0.154 0.121 0.12
C 5.560474 -3.557399 -3.769719 0.397 -0.339 -0.279 -0.31
H 3.119141 4.701573 6.216933 -0.210 0.147 -0.030 0.15
H -0.348052 4.313878 -0.954947 0.195 0.068 0.057 0.16
H 1.570623 2.384689 -2.318829 0.100 -0.053 -0.228 0.14
C 8.338335 -7.072063 0.802343 0.587 -0.441 -0.365 -0.06
H -1.796169 10.145283 10.778663 -0.204 0.007 -0.128 0.14
O -6.680041 -7.195311 -1.386525 -0.367 0.440 -0.025 0.14
O 5.457856 0.310887 1.431502 -0.500 -0.268 0.122 0.14
F 3.630436 2.943399 3.942771 0.023 0.074 -0.100 0.08
H -1.877627 4.784677 0.871787 -0.091 -0.243 -0.054 0.15
H -6.128065 -0.756389 -4.692726 0.196 -0.021 0.160 0.15
C 0.328424 -0.586872 -6.934823 0.364 -0.009 -0.045 -0.30
O -0.836204 -4.185838 -5.813924 -0.801 -1.041 0.379 0.15
F 3.021026 2.092993 -4.329088 0.063 0.097 -0.091 0.08
F -2.541117 3.420965 7.220003 -0.094 -0.024 0.087 0.08
H 0.086687 0.351129 -6.426837 0.229 0.027 -0.057 0.17
F 5.812859 0.861099 3.588350 -0.087 0.117 -0.015 0.07
C -1.933365 -4.588984 -5.585221 0.872 0.227 0.151 -0.51
O 0.315709 -1.641076 -3.037619 -1.575 -0.003 1.835 -0.10
O -2.735289 10.085957 8.919890 0.260 0.322 -0.235 0.07
C 0.868173 4.806175 4.056976 -0.601 0.263 -0.075 -0.52
H -1.026502 9.116298 9.555274 0.159 0.158 -0.068 0.14
```
Forces are in eV/Å.